*A*
Entry from the Open Molecules 2025 dataset: a cluster of 2 separate species, C3H12N2OS in total (ωB97M-V/def2-TZVPD).

HOMO energy (alpha / beta) ... 0.906 / -5.772 eV
Multiplicity ... 2
Total charge ... -1
Gap between HOMO and LUMO (alpha / beta) ... 2.1 / 8.8 eV

Positions of all 19 atoms, in Å:
1 C 0.2019 -0.9689 0.0701
2 C 1.7076 -1.0689 -0.1663
3 S 2.0905 -2.0775 -1.6028
4 N -0.1850 -0.0595 1.1120
5 C -1.6344 0.2035 1.1308
6 N -1.9261 1.5315 0.6269
7 H -0.2320 -0.5938 -0.8635
8 H -0.2032 -1.9975 0.1612
9 H 2.2549 -1.4067 0.7090
10 H 2.0293 -0.0432 -0.3611
11 H 1.7159 -3.2296 -1.0233
12 H 0.0885 -0.3995 2.0203
13 H -2.1637 -0.5774 0.5667
14 H -1.9712 0.0914 2.1715
15 H -1.0679 1.9928 0.3604
16 H -2.6051 1.5257 -0.1072
17 H 1.4071 2.2714 -1.3926
18 H 0.0174 2.7895 -1.8949
19 O 0.4756 2.0168 -1.5173


*B*
Entry from the Open Molecules 2025 dataset: a cluster of 2 separate species, C3H12N2OS in total (ωB97M-V/def2-TZVPD).

HOMO energy (alpha / beta) ... 0.981 / -5.486 eV
Multiplicity ... 2
Total charge ... -1
Gap between HOMO and LUMO (alpha / beta) ... 1.6 / 8.0 eV

Positions of all 19 atoms, in Å:
1 C -0.7322 -0.2377 0.7162
2 C -1.2816 1.1425 0.2785
3 S -2.4322 1.6875 1.5501
4 N 0.5115 -0.4747 -0.0827
5 C 0.4246 -0.4855 -1.5513
6 N 1.8554 -0.4722 -1.9978
7 H -0.5058 -0.2305 1.7306
8 H -1.6706 -1.0469 0.6043
9 H -1.7623 1.1673 -0.6407
10 H -0.3977 1.9339 0.2481
11 H -3.2344 2.5488 0.9733
12 H 0.9157 -1.3272 0.2363
13 H 0.1149 -1.4991 -1.6959
14 H -0.1803 0.3362 -1.9398
15 H 2.3196 -1.2039 -1.4632
16 H 2.2731 0.4155 -1.9088
17 H 4.0873 -2.5513 -0.8623
18 H 3.5136 -2.2289 0.5343
19 O 3.3011 -2.4003 -0.3394


Which structure is the most stable? The one labeled *A*.


*A*
Entry from the Open Molecules 2025 dataset: an isolated molecule of C13H15N (ωB97M-V/def2-TZVPD).

HOMO energy ... -6.964 eV
Total charge ... 0
Gap between HOMO and LUMO ... 7.7 eV
Structure (SMILES) ... C=C(C)C[C@H]1C=CC=C/C1=C1N=C\1C

Positions of all 29 atoms, in Å:
1 C -3.2881 1.2784 -0.5818
2 C -2.1695 1.7090 -0.0207
3 C -3.4086 -0.1217 -0.8721
4 C -0.9503 0.8307 0.0775
5 C -2.5890 -1.0931 -0.4082
6 C -1.3815 -0.5825 0.3114
7 C 0.4017 -1.8715 1.9059
8 C -0.1706 0.8437 -1.2805
9 C 1.0844 0.0735 -1.0000
10 C -0.4624 -1.4289 0.8836
11 C 1.4532 -1.3557 2.7644
12 C 2.2757 0.8823 -0.6344
13 C 0.9467 -1.2670 -0.9552
14 N -0.2298 -2.7902 1.2894
15 H -4.2808 1.8691 -0.7168
16 H -2.0083 2.8000 0.3383
17 H -4.1808 -0.3663 -1.4323
18 H -0.2751 1.1523 0.7869
19 H -2.7086 -2.0996 -0.4349
20 H -0.7532 0.4503 -2.1640
21 H 0.2418 1.8831 -1.4610
22 H 2.2194 -1.1904 2.0216
23 H 1.7003 -2.1934 3.4294
24 H 1.0716 -0.5226 3.3650
25 H 2.8757 0.1380 -0.0739
26 H 2.9238 1.1464 -1.4586
27 H 1.9328 1.7879 -0.0710
28 H 0.2619 -1.7772 -1.6503
29 H 1.8574 -1.7944 -0.7265


*B*
Entry from the Open Molecules 2025 dataset: an isolated molecule of C13H15N (ωB97M-V/def2-TZVPD).

HOMO energy ... -9.308 eV
Total charge ... 0
Gap between HOMO and LUMO ... 10.0 eV
Structure (SMILES) ... CC1(C)Cc2ccccc2[C@]1(C)C#N

Positions of all 29 atoms, in Å:
1 C 1.1073 -1.9901 -0.3065
2 C -2.1484 0.3604 2.7290
3 C -2.5512 -0.7668 2.0260
4 C -0.9197 0.9363 2.3764
5 C -1.9697 -1.2181 0.8921
6 C -0.2287 0.3637 1.3084
7 C -0.8025 -0.5495 0.4888
8 C 1.0989 0.8756 0.7836
9 C 0.3202 -0.8793 -0.7032
10 C 1.2298 0.4343 -0.7404
11 C -0.5945 -1.1356 -1.9223
12 C 2.6312 0.3321 -1.2772
13 C 0.4405 1.4972 -1.5278
14 N 1.7723 -2.8383 0.0892
15 H -2.8002 0.8303 3.5428
16 H -3.3697 -1.3064 2.4609
17 H -0.5775 1.8163 2.8416
18 H -2.5490 -2.1196 0.3317
19 H 1.1414 1.9483 1.0191
20 H 2.0291 0.5052 1.3993
21 H -1.5172 -0.3585 -1.8683
22 H -1.1114 -2.1514 -1.7197
23 H -0.0294 -0.9961 -2.8442
24 H 3.0361 -0.4959 -0.6650
25 H 3.0306 1.2878 -1.0738
26 H 2.6505 0.2161 -2.4226
27 H 0.2122 1.3099 -2.5236
28 H 0.9894 2.4186 -1.5482
29 H -0.5208 1.6735 -1.1463


*C*
Entry from the Open Molecules 2025 dataset: an isolated molecule of C13H15N (ωB97M-V/def2-TZVPD).

HOMO energy ... -8.253 eV
Total charge ... 0
Gap between HOMO and LUMO ... 8.9 eV
Structure (SMILES) ... C[C@@H](N)Cc1ccc2ccccc2c1

Positions of all 29 atoms, in Å:
1 C 1.1084 2.6738 1.4629
2 C 1.3759 2.5514 -0.0309
3 C 1.8847 1.1451 -0.3843
4 C 0.8590 0.0608 -0.1295
5 C 0.9097 -0.7171 1.0886
6 C 0.0084 -1.6993 1.3726
7 C -1.0146 -2.0084 0.4303
8 C -1.9951 -3.0226 0.6787
9 C -3.0225 -3.2376 -0.2182
10 C -3.0894 -2.4848 -1.4305
11 C -2.1513 -1.5357 -1.6934
12 C -1.1261 -1.2365 -0.7633
13 C -0.1486 -0.2203 -1.0252
14 H 0.3671 1.9579 1.7799
15 H 2.0118 2.4612 2.0381
16 H 0.8171 3.7103 1.6543
17 H 0.4341 2.6956 -0.5652
18 H 3.2329 3.4082 -0.0518
19 H 2.3811 3.5446 -1.4659
20 H 2.1940 1.1393 -1.4455
21 H 2.7821 0.8985 0.2201
22 H 1.6926 -0.5119 1.8002
23 H 0.0779 -2.2872 2.3124
24 H -1.8782 -3.5860 1.5871
25 H -3.7439 -4.0252 -0.0569
26 H -3.8574 -2.7172 -2.1771
27 H -2.2139 -0.9828 -2.6099
28 H -0.2017 0.4199 -1.9242
29 N 2.3058 3.6059 -0.4535


Which structure is the most stable? The one labeled *C*.


*A*
Entry from the Open Molecules 2025 dataset: a structure of composition CHCl2NO2 (ωB97M-V/def2-TZVPD).

HOMO energy (alpha / beta) ... -11.662 / -10.035 eV
Total charge ... 0
Gap between HOMO and LUMO (alpha / beta) ... 9.3 / 6.2 eV

Positions of all 7 atoms, in Å:
1 C -0.5236 0.3831 0.2353
2 N 0.0358 1.7293 -0.0016
3 O 1.1909 1.6400 -0.2866
4 O -0.6782 2.6731 0.1077
5 Cl -4.5771 -0.1117 -0.3372
6 Cl -2.0486 0.2795 0.6461
7 H -0.1419 -0.5112 -0.2653


*B*
Entry from the Open Molecules 2025 dataset: a cluster of 2 separate species, CHCl2NO2 in total (ωB97M-V/def2-TZVPD).

HOMO energy ... -8.898 eV
Total charge ... 0
Gap between HOMO and LUMO ... 8.9 eV

Positions of all 7 atoms, in Å:
1 C -0.2368 -1.5388 -1.1249
2 N 0.2592 1.0863 -0.0647
3 O 0.4833 -2.4311 -1.1549
4 O -0.9801 -0.6698 -1.0861
5 Cl 1.7128 0.2333 0.3635
6 Cl -0.2404 2.0371 1.1124
7 H -0.9980 1.2830 1.9547


Which structure is the most stable? The one labeled *B*.


*A*
Entry from the Open Molecules 2025 dataset: a cluster of 14 separate species, H26NO16 in total (ωB97M-V/def2-TZVPD).

HOMO energy ... -6.930 eV
Total charge ... -1
Gap between HOMO and LUMO ... 9.3 eV

Positions of all 43 atoms, in Å:
1 N 16.5550 6.4540 -11.3060
2 O 15.7430 6.6600 -10.3810
3 O 17.4110 5.6190 -11.1010
4 O 16.2820 6.8130 -12.4660
5 O 18.7280 3.3710 -9.9430
6 H 18.2190 4.1770 -9.7530
7 H 18.3500 2.7440 -9.3240
8 O 12.9270 5.0170 -10.7400
9 H 12.0420 4.7810 -10.4910
10 H 13.2040 5.4940 -9.9510
11 O 15.6780 6.5470 -15.1700
12 H 16.1820 7.0320 -14.5130
13 H 16.0730 5.6580 -15.2460
14 O 13.3440 5.8690 -13.3830
15 H 14.1610 5.8030 -13.8530
16 H 13.5630 5.6870 -12.4540
17 O 14.9270 7.9280 -7.4960
18 H 14.4070 7.1400 -7.7390
19 H 15.3460 8.2990 -8.2920
20 O 15.7830 9.5700 -12.2070
21 H 15.7270 8.6230 -12.3110
22 H 14.9580 9.8920 -12.5590
23 O 18.7710 5.7670 -13.7680
24 H 18.6590 5.4980 -14.6830
25 H 17.9660 5.8690 -13.2920
26 O 18.4810 7.9680 -9.4230
27 H 17.6810 8.4860 -9.3910
28 H 18.5860 7.8790 -10.3860
29 O 18.4590 3.4140 -12.6340
30 H 18.7300 4.2360 -13.1040
31 H 18.3840 3.4620 -11.6840
32 O 17.0700 5.2310 -8.3570
33 H 16.8160 5.8640 -7.7000
34 H 16.6440 5.5630 -9.1560
35 O 15.5010 3.6740 -11.4730
36 H 16.1590 4.3740 -11.3370
37 H 14.7090 3.9700 -11.0160
38 O 13.3870 8.2510 -10.3750
39 H 13.9980 7.5360 -10.2930
40 H 13.1920 8.4600 -11.2790
41 O 20.4520 5.4440 -10.9280
42 H 19.6840 5.4490 -11.4440
43 H 21.0040 6.1300 -11.3130


*B*
Entry from the Open Molecules 2025 dataset: a cluster of 14 separate species, H26NO16 in total (ωB97M-V/def2-TZVPD).

HOMO energy ... -7.408 eV
Total charge ... -1
Gap between HOMO and LUMO ... 10.0 eV

Positions of all 43 atoms, in Å:
1 N 0.4172 0.0650 0.2307
2 O -0.5788 -0.6160 -0.1533
3 O 0.1542 1.1720 0.7697
4 O 1.4912 -0.1260 -0.2953
5 O -0.2608 -2.9310 -1.6323
6 H 0.0432 -2.4710 -0.8483
7 H -0.1288 -3.8450 -1.4823
8 O 0.9922 2.7940 -2.1333
9 H 0.4622 1.9610 -2.1353
10 H 1.8012 2.5430 -1.7423
11 O -1.8978 2.0640 2.4097
12 H -1.2668 1.9230 3.0657
13 H -1.4038 1.9470 1.6197
14 O -1.3208 -0.8480 2.6007
15 H -1.3248 -0.4480 1.7637
16 H -0.3928 -0.8630 2.8477
17 O -2.7238 -1.9330 -2.3013
18 H -3.0908 -2.7740 -2.5773
19 H -1.8218 -2.1400 -2.1263
20 O -3.3168 0.8560 0.3827
21 H -3.0578 1.0950 1.2547
22 H -3.0198 -0.0260 0.2227
23 O 3.9422 -0.7850 0.9697
24 H 3.9392 -0.3890 1.8187
25 H 3.2112 -0.4090 0.6117
26 O -0.2588 3.8160 0.7807
27 H -0.3728 4.1600 1.6637
28 H 0.1002 2.9370 0.9057
29 O 2.4952 1.7660 2.0637
30 H 2.8552 2.5200 1.5897
31 H 1.7182 1.4620 1.5957
32 O -0.3648 0.4960 -2.6483
33 H -1.2928 0.5730 -2.9263
34 H -0.3388 0.1680 -1.8103
35 O -3.2268 -2.0190 0.3557
36 H -2.3918 -2.3830 0.6327
37 H -3.2318 -1.9710 -0.5813
38 O 1.5052 -3.1170 0.9917
39 H 2.0172 -3.0590 0.2287
40 H 1.8232 -2.3690 1.5177
41 O 2.8482 0.0630 -2.7053
42 H 2.7722 1.0340 -2.9863
43 H 2.4942 0.1070 -1.8063


Which structure is the most stable? The one labeled *A*.